(1)
DFT (ωB97M-V/def2-TZVPD) results for a single C6H10N4O molecule.

```
21
Properties=species:S:1:pos:R:3:nbo_charge:R:1
C 0.79 -0.14 2.94 -0.2530
O 1.32 -0.14 1.66 -0.4278
N 0.59 -1.11 0.84 0.0165
C 1.50 -1.26 -0.32 -0.2477
C 0.94 -0.47 -1.55 -0.4557
C -0.30 0.03 -0.96 0.0670
C -1.38 0.82 -1.20 0.0577
N -1.83 1.41 -2.41 -0.8146
C -2.04 0.81 0.08 -0.0631
N -1.50 0.03 0.96 -0.2458
N -0.46 -0.43 0.33 -0.0339
H -0.10 -0.65 2.87 0.2032
H 0.61 0.89 3.24 0.1751
H 1.49 -0.49 3.63 0.1667
H 1.82 -2.31 -0.48 0.2177
H 2.43 -0.87 0.03 0.2382
H 0.83 -1.02 -2.50 0.2247
H 1.56 0.32 -1.85 0.2256
H -1.93 2.40 -2.45 0.3814
H -1.25 1.03 -3.09 0.3650
H -3.08 1.15 0.22 0.2031
```

Results
Electronic energy: -528.74354 Eh
HOMO-LUMO gap: 9.063 eV
Spin multiplicity: 1
ΔE to the lowest compared entry with this formula, charge and spin: 87.2 kcal/mol
SMILES: CON1CCc2c(N)cnn21
HOMO level: -0.3023 Ha



(2)
DFT (ωB97M-V/def2-TZVPD) results for a molecular structure, C6H10N4O.

```
21
Properties=species:S:1:pos:R:3:mulliken_spin:R:1
C 0.43 1.29 -0.24 -0.1303
C 0.23 0.04 0.35 0.3915
C -0.41 1.61 -1.28 0.5520
C 0.92 -0.70 1.46 0.0022
C 0.32 -2.10 1.34 0.0094
C -0.92 -2.02 0.44 -0.0131
N -0.71 -0.71 -0.26 0.0677
N -1.16 -0.22 -1.43 0.6674
N 1.24 2.31 0.38 -0.0017
N -0.59 2.34 -2.35 -0.0139
O -2.22 -0.53 -2.00 0.3951
H 2.02 -0.77 1.67 0.0048
H 0.45 -0.21 2.30 0.0240
H 1.16 -2.68 0.76 0.0029
H 0.05 -2.63 2.37 -0.0021
H -1.01 -2.74 -0.26 0.0033
H -1.81 -1.90 0.96 0.0144
H 1.33 2.28 1.37 0.0016
H 2.22 2.35 0.07 -0.0016
H 0.05 2.75 -3.02 0.0232
H -1.56 2.20 -2.64 0.0031
```

Results
Electronic energy: -528.62464 Eh
HOMO-LUMO gap (alpha / beta): 5.466 / 7.985 eV
Spin multiplicity: 3
ΔE to the lowest compared entry with this formula, charge and spin: 68.7 kcal/mol
HOMO level (alpha / beta): -0.1731 / -0.2934 Ha



(3)
DFT (ωB97M-V/def2-TZVPD) results for a single C6H10N4O3 molecule.

```
23
Properties=species:S:1:pos:R:3:nbo_charge:R:1
C -3.56 0.62 -0.81 -0.6020
C -2.61 0.67 0.41 -0.4046
C -1.15 0.24 0.16 0.0848
N -0.38 1.19 -0.20 -0.1794
N 0.92 1.05 -0.35 -0.4259
C 1.71 -0.06 0.24 0.0946
C 3.12 0.37 -0.01 0.6488
N 4.08 -0.51 -0.28 -0.7760
O 3.40 1.53 0.13 -0.6096
O 1.39 -1.33 -0.25 -0.3605
N 0.25 -1.88 0.35 0.3858
O 0.34 -3.05 0.68 -0.4485
C -0.79 -1.13 0.40 -0.1209
H -4.61 0.50 -0.54 0.2076
H -3.31 -0.32 -1.30 0.2104
H -3.52 1.56 -1.37 0.2146
H -3.06 -0.16 0.91 0.1949
H -2.66 1.57 1.14 0.2253
H 1.49 1.98 -0.42 0.4291
H 1.51 0.06 1.30 0.2082
H 4.04 -1.34 -0.68 0.3970
H 4.98 0.03 -0.45 0.4062
H -1.57 -1.56 0.95 0.2200
```

Results
Electronic energy: -679.18740 Eh
HOMO-LUMO gap: 8.196 eV
Spin multiplicity: 1
ΔE to the lowest compared entry with this formula, charge and spin: 70.6 kcal/mol
SMILES: CCC1=NN[C@H](C(N)=O)O[N+]([O-])=C1
HOMO level: -0.2972 Ha



(4)
DFT (ωB97M-V/def2-TZVPD) results for a gas-phase ion, C6H10N5 (charge +1).

```
21
Properties=species:S:1:pos:R:3:nbo_charge:R:1
C 1.22 3.09 -0.03 -0.1692
C 1.37 1.96 0.38 -0.0328
C 1.50 0.70 1.01 -0.4950
C 0.23 -0.15 1.01 0.4256
N 0.17 -0.88 2.19 -0.8118
N -0.93 0.71 0.84 -0.4268
C -1.48 0.86 -0.25 0.2973
N -1.28 0.02 -1.35 -0.5964
C -0.63 -1.13 -1.17 0.6899
N -0.74 -2.14 -2.07 -0.7577
N 0.25 -1.07 -0.18 -0.5538
H 1.22 3.81 -0.78 0.2411
H 2.31 0.06 0.56 0.2545
H 1.70 0.72 2.03 0.2452
H 0.58 -0.45 2.91 0.3779
H -0.82 -1.07 2.52 0.3941
H -2.10 1.72 -0.49 0.2148
H -1.95 0.22 -2.06 0.4332
H -1.21 -2.15 -2.95 0.4370
H -0.12 -2.92 -2.03 0.4191
H 0.71 -1.93 -0.10 0.4139
```

Results
Electronic energy: -508.10158 Eh
HOMO-LUMO gap: 9.892 eV
Spin multiplicity: 1
ΔE to the lowest compared entry with this formula, charge and spin: 43.2 kcal/mol
SMILES: C#CC[C@@]1(N)N=CNC(=[NH2+])N1
HOMO level: -0.4878 Ha
Charge: +1



(5)
DFT (ωB97M-V/def2-TZVPD) results for 2 unconnected molecules or ions with the total composition C6H10N5O3.

```
24
Properties=species:S:1:pos:R:3:nbo_charge:R:1
C -0.30 1.12 -2.48 0.2671
C -0.68 4.22 -1.83 0.2720
C 1.19 -0.09 -1.03 -0.2275
C -1.20 -0.49 -0.91 -0.2318
C 1.20 0.38 0.42 -0.2620
C -1.22 -0.01 0.54 -0.2552
N -0.84 1.70 -3.34 0.1895
N -1.30 4.55 -2.73 -0.1004
N -0.10 0.12 -1.63 -0.4458
N 0.08 3.60 -0.84 0.4723
N 0.10 -0.31 1.15 -0.4922
O 1.29 3.64 -0.93 -0.2846
O -0.54 2.97 0.01 -0.3922
O -1.24 2.55 -4.07 -0.3446
H 1.95 0.45 -1.60 0.2667
H 1.44 -1.16 -1.08 0.2092
H -1.09 -1.57 -0.95 0.2115
H -2.15 -0.23 -1.40 0.2627
H 2.16 0.17 0.89 0.2436
H 0.99 1.46 0.48 0.2575
H -1.40 1.07 0.60 0.2603
H -2.00 -0.53 1.10 0.2426
H 0.26 -1.33 1.11 0.4316
H 0.10 -0.03 2.14 0.4498
```

Results
Electronic energy: -733.59619 Eh
HOMO-LUMO gap: 7.068 eV
Spin multiplicity: 1
ΔE to the lowest compared entry with this formula, charge and spin: 143.6 kcal/mol
HOMO level: -0.4390 Ha
Charge: +1



(6)
DFT (ωB97M-V/def2-TZVPD) results for 2 unconnected molecules or ions with the total composition C6H10NO.

```
18
Properties=species:S:1:pos:R:3:nbo_charge:R:1
C -1.80 -1.80 -1.01 0.0627
C -0.93 -0.92 -1.03 -0.0540
C -2.74 -2.69 -0.87 -0.3341
C 2.23 0.01 1.67 -0.4574
C -0.08 0.06 -1.10 -0.1168
C 1.14 0.68 1.59 0.0849
N -0.33 1.42 -0.99 -0.7074
O 1.18 2.02 1.07 -0.7438
H -2.57 -3.76 -0.67 0.2469
H -3.75 -2.54 -0.71 0.2380
H 3.17 0.45 1.32 0.2203
H 2.12 -1.04 2.06 0.2493
H 1.04 -0.04 -1.26 0.2323
H 0.09 0.41 1.85 0.2164
H 0.33 1.73 -0.25 0.4708
H -1.29 1.83 -0.92 0.4538
H 0.13 1.80 -1.80 0.4312
H 2.08 2.36 1.05 0.5070
```

Results
Electronic energy: -364.20758 Eh
HOMO-LUMO gap: 9.267 eV
Spin multiplicity: 1
ΔE to the lowest compared entry with this formula, charge and spin: 87.6 kcal/mol
HOMO level: -0.4789 Ha
Charge: +1



(7)
DFT (ωB97M-V/def2-TZVPD) results for a gas-phase ion, C6H10NO (charge +1).

```
18
Properties=species:S:1:pos:R:3:nbo_charge:R:1
C -1.49 2.38 -1.62 -0.2562
C -0.55 1.61 -1.08 -0.2855
C -0.86 0.04 -0.52 0.5579
O -1.91 -0.53 -0.59 -0.5216
C 0.19 -0.58 0.24 -0.0213
N -0.34 -1.82 0.97 -0.7088
C 1.21 -0.10 1.25 -0.3935
C 1.69 -0.71 -0.03 -0.3723
H -1.32 3.42 -1.87 0.2280
H -2.45 2.07 -1.81 0.2166
H 0.37 1.83 -0.67 0.1917
H -0.58 -1.53 1.99 0.4627
H 0.19 -2.66 0.84 0.4446
H -1.20 -1.94 0.37 0.4704
H 1.45 -0.68 2.03 0.2267
H 1.41 0.98 1.36 0.2573
H 1.97 -0.05 -0.81 0.2511
H 2.22 -1.73 -0.05 0.2522
```

Results
Electronic energy: -364.25758 Eh
HOMO-LUMO gap: 10.537 eV
Spin multiplicity: 1
ΔE to the lowest compared entry with this formula, charge and spin: 56.3 kcal/mol
SMILES: C=CC(=O)C1([NH3+])CC1
HOMO level: -0.5243 Ha
Charge: +1



(8)
DFT (ωB97M-V/def2-TZVPD) results for a gas-phase ion, C6H10NO (charge +1).

```
18
Properties=species:S:1:pos:R:3:nbo_charge:R:1
C 1.57 1.85 -1.41 -0.8028
C 0.96 0.78 -0.82 0.6511
N 0.52 -0.05 -0.13 -0.1846
C -0.03 -1.11 0.57 -0.2001
C 0.60 -1.11 1.99 -0.5879
C -1.60 -1.00 0.67 0.6141
C -2.24 0.17 -0.09 -0.7554
O -2.23 -1.81 1.19 -0.4446
H 1.23 2.90 -0.99 0.3341
H 1.24 1.72 -2.45 0.3074
H 2.70 2.00 -1.34 0.3361
H 0.09 -2.03 0.11 0.2697
H 1.62 -0.86 1.96 0.2269
H 0.44 -2.10 2.46 0.2614
H 0.08 -0.45 2.61 0.2286
H -1.76 0.16 -1.03 0.2096
H -2.16 1.22 0.42 0.2552
H -3.38 0.18 -0.26 0.2815
```

Results
Electronic energy: -364.27978 Eh
HOMO-LUMO gap: 9.599 eV
Spin multiplicity: 1
ΔE to the lowest compared entry with this formula, charge and spin: 42.3 kcal/mol
SMILES: CC#[N+][C@@H](C)C(C)=O
HOMO level: -0.5074 Ha
Charge: +1



(9)
DFT (ωB97M-V/def2-TZVPD) results for a single C6H10NOP molecule.

```
19
Properties=species:S:1:pos:R:3:nbo_charge:R:1
N -2.33 0.03 -0.84 -0.8113
C -1.62 0.37 0.21 0.6810
O -1.84 1.28 0.95 -0.5893
C -0.06 -0.28 0.09 -0.3035
P -0.59 -2.10 0.44 0.2720
C 0.61 -0.04 -1.20 -0.4800
C 1.54 1.04 -0.93 -0.2021
C 1.65 1.28 0.37 -0.1628
C 0.78 0.40 1.17 -0.4885
H -2.02 -0.73 -1.38 0.3923
H -3.33 0.15 -0.82 0.3999
H -0.88 -1.95 1.74 -0.0221
H 0.69 -2.64 0.54 -0.0272
H -0.06 0.10 -2.07 0.2213
H 1.19 -0.90 -1.34 0.2111
H 2.25 1.36 -1.66 0.2127
H 2.47 1.97 0.80 0.2171
H 1.26 -0.31 1.88 0.2240
H 0.27 0.98 2.06 0.2553
```

Results
Electronic energy: -705.90602 Eh
HOMO-LUMO gap: 9.712 eV
Spin multiplicity: 1
ΔE to the lowest compared entry with this formula, charge and spin: 28.3 kcal/mol
SMILES: NC(=O)C1(P)CC=CC1
HOMO level: -0.3253 Ha



(10)
DFT (ωB97M-V/def2-TZVPD) results for a gas-phase ion, C6H10O (charge -1).

```
17
Properties=species:S:1:pos:R:3:mulliken_spin:R:1
C -0.80 1.89 1.28 -0.0355
C -0.36 0.58 0.73 0.3879
C 0.18 0.46 -0.53 -0.1185
C 1.01 -0.63 -0.93 -0.1534
C 1.23 -0.93 -2.29 1.0358
O 1.42 -2.24 -2.80 -0.4108
C -0.61 -0.56 1.68 0.0746
H -0.20 2.25 2.13 0.0247
H -1.86 1.90 1.57 0.0082
H -0.64 2.71 0.57 0.0064
H 0.05 1.31 -1.18 -0.0103
H 1.57 -1.20 -0.20 0.0241
H 0.64 -0.31 -2.96 0.0677
H 0.54 -2.66 -2.90 0.1056
H -0.21 -1.51 1.33 -0.0136
H -0.27 -0.32 2.70 0.0186
H -1.70 -0.71 1.78 -0.0115
```

Results
Electronic energy: -309.75971 Eh
HOMO-LUMO gap (alpha / beta): 3.988 / 6.356 eV
Spin multiplicity: 2
ΔE to the lowest compared entry with this formula, charge and spin: 17.9 kcal/mol
HOMO level (alpha / beta): 0.0050 / -0.0851 Ha
Charge: -1



(11)
DFT (ωB97M-V/def2-TZVPD) results for 2 unconnected molecules or ions with the total composition C6H10O.

```
17
Properties=species:S:1:pos:R:3:nbo_charge:R:1
C 2.88 -0.40 -1.77 -0.3736
C 2.61 0.87 -1.46 -0.2149
C 1.28 1.32 -1.05 -0.2122
C 0.25 0.66 -0.54 -0.1908
C -0.68 1.28 0.39 -0.2150
C -1.80 0.72 0.85 -0.3708
H 3.90 -0.74 -1.73 0.2034
H 2.04 -1.01 -2.06 0.1943
H 3.39 1.62 -1.43 0.2063
H 1.23 2.38 -0.81 0.1882
H 0.11 -0.41 -0.69 0.1937
H -0.48 2.34 0.54 0.1966
H -2.14 -0.16 0.32 0.1832
H -2.45 0.96 1.68 0.2112
O -3.55 -2.81 2.46 -0.9370
H -2.72 -3.21 2.16 0.4687
H -3.87 -3.41 3.14 0.4688
```

Results
Electronic energy: -309.75923 Eh
HOMO-LUMO gap: 8.450 eV
Spin multiplicity: 1
ΔE to the lowest compared entry with this formula, charge and spin: 52.2 kcal/mol
SMILES: C=C/C=C/C=C.O
HOMO level: -0.2979 Ha



(12)
DFT (ωB97M-V/def2-TZVPD) results for a single C6H10O molecule.

```
17
Properties=species:S:1:pos:R:3:nbo_charge:R:1
C -1.24 1.52 -0.60 -0.4012
C 0.04 1.13 -0.52 -0.0386
C 1.13 2.13 -0.29 -0.6427
C 0.45 -0.28 -0.48 -0.2823
C -0.38 -1.36 -0.36 -0.1220
C -0.54 -2.25 0.83 -0.0945
O 0.59 -2.59 1.55 -0.7177
H -1.57 2.50 -0.28 0.1999
H -1.98 0.79 -0.91 0.1907
H 1.54 2.24 0.71 0.2210
H 2.00 1.96 -0.93 0.2155
H 0.80 3.09 -0.70 0.2216
H 1.51 -0.49 -0.57 0.2133
H -1.17 -1.59 -1.09 0.1930
H -1.30 -1.76 1.47 0.1811
H -1.13 -3.12 0.50 0.1819
H 1.26 -1.92 1.66 0.4810
```

Results
Electronic energy: -309.71648 Eh
HOMO-LUMO gap: 7.363 eV
Spin multiplicity: 1
ΔE to the lowest compared entry with this formula, charge and spin: 79.0 kcal/mol
SMILES: C=C(C)/C=C/CO
HOMO level: -0.2794 Ha



(13)
DFT (ωB97M-V/def2-TZVPD) results for a single C6H10O molecule.

```
17
Properties=species:S:1:pos:R:3:nbo_charge:R:1
C 1.94 -0.35 -0.58 -0.3123
C 0.67 0.25 -1.04 -0.0892
O -0.36 -0.68 -1.41 -0.5238
C -1.52 -0.38 -0.66 -0.0588
C -1.02 0.41 0.56 -0.3161
C -0.25 -0.51 1.53 -0.6099
C 0.09 1.16 -0.08 -0.1013
H 0.72 -0.80 1.07 0.2240
H 2.39 -0.02 0.35 0.1764
H 2.65 -0.65 -1.34 0.1739
H 1.00 0.85 -1.91 0.2254
H -2.23 0.22 -1.26 0.1683
H -2.00 -1.32 -0.39 0.1860
H -1.80 1.00 1.04 0.2221
H -0.76 -1.45 1.71 0.2106
H -0.06 0.01 2.47 0.2131
H 0.48 2.13 0.20 0.2117
```

Results
Electronic energy: -309.69550 Eh
HOMO-LUMO gap (alpha / beta): 7.800 / 9.011 eV
Spin multiplicity: 1
ΔE to the lowest compared entry with this formula, charge and spin: 92.2 kcal/mol
HOMO level (alpha / beta): -0.2845 / -0.3151 Ha